# 1
C4H7NO | ωB97M-V/def2-TZVPD

```
! wB97M-V def2-TZVPD RIJCOSX def2/J DEFGRID3
* xyz 0 1
C -0.22 -0.09 0.84
C 1.77 0.17 0.43
C 2.15 -0.37 -0.94
C -2.57 0.35 0.04
N -1.09 0.28 0.05
O 2.41 0.59 1.36
H -0.13 -0.27 1.97
H 2.71 -1.24 -0.88
H 1.18 -0.57 -1.33
H 2.65 0.31 -1.55
H -2.77 0.83 -0.86
H -2.96 -0.73 0.08
H -3.13 0.74 0.80
*
```

Summary:
**Molecular weight**: 85.11 g mol⁻¹
**Lowest unoccupied orbital energy**: 0.911 eV
**Largest force on an atom**: 4.24 eV Å⁻¹
**Calculated total energy**: -7795.5931 eV
**Energy above the lowest of the compared OMol25 structures with the same formula, charge and spin**: 93.4 kcal/mol

# 2
C7H13IrNO2P | ωB97M-V/def2-TZVPD

```
! wB97M-V def2-TZVPD RIJCOSX def2/J DEFGRID3
* xyz 0 5
C -0.43 -0.04 -2.95
C -1.22 1.05 -2.41
C -0.33 2.06 -1.91
C 1.03 1.66 -2.16
C 1.01 0.34 -2.78
Ir 0.10 -0.10 -0.98
P -0.07 -2.31 -0.85
H -0.79 -0.91 -3.49
H -2.31 1.09 -2.39
H -0.64 2.98 -1.41
H 1.85 -0.21 -3.16
H 1.92 2.23 -1.92
H 1.04 -3.04 -1.35
H -1.15 -2.90 -1.57
H -0.25 -2.90 0.43
N 0.59 -0.58 3.53
C -0.21 0.63 3.22
C -0.55 0.53 1.75
O -1.55 1.05 1.25
O 0.36 -0.19 1.14
H -0.02 -1.41 3.50
H 0.99 -0.54 4.46
H 1.32 -0.69 2.80
H -1.10 0.68 3.84
H 0.41 1.51 3.40
*
```

Summary:
**Molecular weight**: 366.38 g mol⁻¹
**Lowest unoccupied orbital energy (alpha / beta)**: 0.275 / -2.255 eV
**Largest force on an atom**: 3.61 eV Å⁻¹
**Calculated total energy**: -25174.9980 eV
**Expectation value of S²**: 6.012

# 3
C29H18Br2N7NiOSe2 | ωB97M-V/def2-TZVPD

```
! wB97M-V def2-TZVPD RIJCOSX def2/J DEFGRID3
* xyz 1 3
Ni 0.66 -0.62 -0.07
Se 5.51 -2.63 5.56
N 3.85 -2.00 5.54
C 3.50 -1.84 4.30
C 2.21 -1.32 3.87
C 1.20 -0.93 4.76
C 0.02 -0.44 4.26
C -0.14 -0.34 2.88
N 0.80 -0.73 2.03
C 1.95 -1.21 2.51
C 2.96 -1.58 1.51
N 2.61 -1.42 0.22
C 3.50 -1.72 -0.72
C 4.77 -2.21 -0.43
C 5.13 -2.39 0.89
C 4.21 -2.07 1.89
C 4.49 -2.20 3.31
N 5.63 -2.65 3.78
H 1.38 -1.01 5.83
H -0.78 -0.12 4.92
H -1.05 0.06 2.45
H 3.19 -1.56 -1.75
H 5.45 -2.44 -1.23
H 6.10 -2.76 1.17
Br -2.93 2.94 0.29
C -3.06 1.08 -0.03
C -4.33 0.51 -0.20
C -4.49 -0.83 -0.39
Br -6.22 -1.54 -0.62
C -3.36 -1.68 -0.40
C -3.40 -3.09 -0.56
C -2.24 -3.81 -0.54
C -1.02 -3.15 -0.37
N -0.95 -1.84 -0.23
C -2.09 -1.10 -0.24
C -1.90 0.32 -0.06
O -0.69 0.79 0.09
H -5.19 1.16 -0.17
H -4.36 -3.57 -0.69
H -2.25 -4.89 -0.66
H -0.08 -3.69 -0.37
C 1.24 2.81 -1.42
N 0.16 2.44 -2.30
C -0.08 1.21 -2.77
Se 0.94 -0.34 -2.60
N -1.23 1.25 -3.47
C -1.77 2.54 -3.43
C -2.93 3.09 -3.95
C -3.15 4.43 -3.69
C -2.24 5.19 -2.93
C -1.09 4.63 -2.41
C -0.87 3.29 -2.68
H 1.98 2.01 -1.42
H 0.85 2.97 -0.41
H 1.71 3.73 -1.79
H -1.63 0.44 -3.90
H -3.62 2.50 -4.53
H -4.04 4.90 -4.07
H -2.46 6.23 -2.75
H -0.40 5.22 -1.82
*
```

Summary:
**Molecular weight**: 856.93 g mol⁻¹
**Lowest unoccupied orbital energy (alpha / beta)**: -3.402 / -3.442 eV
**Largest force on an atom**: 0.24 eV Å⁻¹
**Calculated total energy**: -354662.7958 eV
**Expectation value of S²**: 2.006
**Energy above the lowest of the compared OMol25 structures with the same formula, charge and spin**: 0.0 kcal/mol

# 4
CH5N | ωB97M-V/def2-TZVPD

```
! wB97M-V def2-TZVPD RIJCOSX def2/J DEFGRID3
* xyz 0 1
C 0.04 -0.59 0.35
N -0.06 0.59 -0.47
H -0.97 -0.97 0.42
H 0.66 -1.38 -0.02
H 0.40 -0.38 1.41
H -0.72 1.22 -0.06
H 0.82 0.93 -0.57
*
```

Summary:
**SMILES string**: CN
**Molecular weight**: 31.06 g mol⁻¹
**Lowest unoccupied orbital energy**: 1.269 eV
**Largest force on an atom**: 3.32 eV Å⁻¹
**Calculated total energy**: -2607.6597 eV
**Energy above the lowest of the compared OMol25 structures with the same formula, charge and spin**: 5.6 kcal/mol

# 5
C31H30FeNO2PSi | ωB97M-V/def2-TZVPD

```
! wB97M-V def2-TZVPD RIJCOSX def2/J DEFGRID3
* xyz 0 5
Fe -1.28 -0.60 0.60
O -1.81 1.28 4.07
C -1.65 0.96 2.90
O -1.78 -0.23 2.42
C -1.34 1.98 1.81
C -1.13 3.33 2.16
C -0.82 4.22 1.18
C -0.77 3.82 -0.18
C -0.55 4.72 -1.24
C -0.72 4.33 -2.54
C -1.08 2.99 -2.80
C -1.25 2.06 -1.79
C -1.11 2.47 -0.45
N -1.34 1.58 0.54
H -1.16 3.58 3.21
H -0.59 5.26 1.46
H -0.26 5.76 -1.01
H -0.58 5.06 -3.34
H -1.24 2.59 -3.77
H -1.52 1.03 -1.98
C 2.90 -4.88 -2.11
C 1.57 -4.93 -1.75
C 0.97 -3.85 -1.09
C 1.78 -2.73 -0.80
C 3.12 -2.69 -1.18
C 3.70 -3.79 -1.79
Si 1.07 -1.26 0.13
C 1.79 -1.31 1.85
C 1.53 -0.25 2.72
C 1.95 -0.24 4.05
C 2.60 -1.32 4.56
C 2.90 -2.40 3.72
C 2.51 -2.38 2.41
C 1.98 0.17 -0.81
C 2.80 1.10 -0.18
C 3.25 2.23 -0.86
C 2.94 2.44 -2.19
C 2.13 1.52 -2.85
C 1.70 0.41 -2.16
H 3.39 -5.72 -2.62
H 0.99 -5.82 -2.03
H -0.06 -3.85 -0.73
H 3.72 -1.81 -0.89
H 4.73 -3.84 -2.12
H 1.08 0.67 2.35
H 1.75 0.62 4.64
H 2.87 -1.34 5.62
H 3.48 -3.22 4.10
H 2.71 -3.25 1.77
H 3.09 0.97 0.84
H 3.90 2.92 -0.32
H 3.33 3.31 -2.72
H 1.91 1.61 -3.90
H 1.07 -0.33 -2.69
C -4.47 -2.63 -0.04
P -3.70 -0.97 -0.22
C -4.32 -0.39 -1.84
C -4.70 0.05 0.95
H -5.53 -2.58 -0.22
H -4.29 -2.98 0.99
H -4.07 -3.37 -0.75
H -5.44 -0.40 -1.87
H -3.93 -1.03 -2.62
H -4.00 0.62 -2.05
H -5.75 -0.08 0.66
H -4.43 1.12 0.81
H -4.52 -0.30 1.95
*
```

Summary:
**Molecular weight**: 563.49 g mol⁻¹
**Lowest unoccupied orbital energy (alpha / beta)**: -0.565 / -0.610 eV
**Largest force on an atom**: 1.48 eV Å⁻¹
**Calculated total energy**: -89774.3551 eV
**Expectation value of S²**: 6.017
**Energy above the lowest of the compared OMol25 structures with the same formula, charge and spin**: 0.0 kcal/mol

Q: Among the records above, which one has the highest calculated total energy?
A: CH5N

Q: Which of these has the lowest largest force on an atom?
A: C29H18Br2N7NiOSe2

Q: Among the records above, which one has the highest calculated total energy?
A: CH5N